Entry 1
ORCA calculation (ωB97M-V/def2-TZVPD) on a gas-phase ion, C6H12NO (charge +1).

Last columns: bonded neighbours and bond lengths (Å).
Element x y z (Å)
1 C -2.407 -1.157 -0.415  N2 1.505, H9 1.071, H10 1.054, H11 1.042
2 N -1.133 -0.432 -0.076  C1 1.505, C3 1.435, C4 1.286
3 C -1.349 0.723 0.749  N2 1.435, H12 1.136, H13 1.088, H14 1.202
4 C 0.033 -0.834 -0.440  N2 1.286, C5 1.630, H15 1.055
5 C 1.516 -0.192 -0.224  C4 1.630, C6 1.548, C7 1.503, O8 1.309
6 C 1.517 1.208 -0.885  C5 1.548, H16 1.122, H17 1.132, H18 1.045
7 C 2.240 -0.267 1.091  C5 1.503, O8 1.452, H19 1.022, H20 1.134
8 O 2.570 -0.963 -0.139  C5 1.309, C7 1.452
9 H -3.113 -0.403 -0.698  C1 1.071
10 H -2.808 -1.668 0.415  C1 1.054
11 H -2.348 -1.725 -1.286  C1 1.042
12 H -1.370 1.604 0.032  C3 1.136
13 H -0.534 0.952 1.431  C3 1.088
14 H -2.396 0.576 1.320  C3 1.202
15 H 0.156 -1.704 -1.025  C4 1.055
16 H 2.563 1.372 -1.256  C6 1.122
17 H 1.257 2.002 -0.121  C6 1.132
18 H 0.933 1.304 -1.747  C6 1.045
19 H 2.769 0.566 1.355  C7 1.022
20 H 1.906 -0.963 1.921  C7 1.134

Properties
Molar mass: 114.2 g/mol
Net charge: +1
Orbital gap: 0.379 Ha
E_LUMO: -4.464 eV
SMILES string: C[N+](C)=C[C@@]1(C)CO1
E_HOMO: -14.778 eV

***

Entry 2
ORCA calculation (ωB97M-V/def2-TZVPD) on 2 unconnected molecules or ions with the total composition C6H12NO.

Last columns: bonded neighbours and bond lengths (Å).
Element x y z (Å)
1 C -2.389 0.662 0.485  C2 1.499, C3 1.550, H9 1.015, H10 1.102
2 C -3.223 -0.583 0.525  C1 1.499, C6 1.229, H12 1.092
3 C -1.566 0.709 -0.827  C1 1.550, N7 1.391, H13 1.081, H14 1.059
4 C 3.518 -1.067 0.006  C5 1.493, O8 1.347, H15 1.067, H16 1.070
5 C 3.650 0.342 0.482  C4 1.493, O8 1.420, H17 1.102, H18 1.094
6 C -3.312 -1.565 -0.207  C2 1.229, H19 1.081
7 N -0.353 0.038 -0.726  C3 1.391, H11 1.055, H20 0.955
8 O 2.419 -0.330 0.259  C4 1.347, C5 1.420
9 H -2.876 1.540 0.636  C1 1.015
10 H -1.647 0.549 1.293  C1 1.102
11 H 0.464 0.321 -0.122  N7 1.055
12 H -3.796 -0.727 1.443  C2 1.092
13 H -2.242 0.182 -1.487  C3 1.081
14 H -1.525 1.717 -1.152  C3 1.059
15 H 3.947 -1.373 -0.922  C4 1.067
16 H 3.720 -1.773 0.785  C4 1.070
17 H 4.120 0.665 1.425  C5 1.102
18 H 3.912 0.908 -0.417  C5 1.094
19 H -3.426 -2.555 -0.627  C6 1.081
20 H -0.044 -0.570 -1.394  N7 0.955

Properties
Molar mass: 114.2 g/mol
Net charge: +1
Orbital gap (spin up / spin down): 0.214 / 0.214 Ha
E_LUMO (spin up / spin down): -7.051 / -7.049 eV
E_HOMO (spin up / spin down): -12.880 / -12.882 eV

***

Which one sits at the bottom of the stability order? entry 2 does.

***

Entry 1
ORCA calculation (ωB97M-V/def2-TZVPD) on a gas-phase ion, CH4BrN2 (charge +1).

Last columns: bonded neighbours and bond lengths (Å).
Element x y z (Å)
1 N 1.209 -0.110 -0.039  C2 1.332, H5 0.957, H6 0.982
2 C -0.090 -0.398 -0.104  N1 1.332, N3 1.278, H7 1.016
3 N -1.028 0.468 -0.035  C2 1.278, Br4 1.875, H8 1.173
4 Br -2.859 0.084 0.072  N3 1.875
5 H 1.827 -0.837 -0.109  N1 0.957
6 H 1.643 0.625 0.445  N1 0.982
7 H -0.124 -1.349 -0.459  C2 1.016
8 H -0.579 1.518 0.229  N3 1.173

Properties
Molar mass: 124.0 g/mol
Net charge: +1
Orbital gap: 0.369 Ha
E_LUMO: -5.223 eV
SMILES string: N/C=[NH+]/Br
E_HOMO: -15.254 eV

***

Entry 2
ORCA calculation (ωB97M-V/def2-TZVPD) on 2 unconnected molecules or ions with the total composition CH4BrN2.

Last columns: bonded neighbours and bond lengths (Å).
Element x y z (Å)
1 C -0.425 0.053 0.079  N2 1.297, N3 1.304, H5 1.153
2 N 0.623 0.810 -0.014  C1 1.297, Br4 1.844
3 N -0.525 -1.247 0.031  C1 1.304, H7 1.045, H8 1.032
4 Br 2.252 -0.053 -0.063  N2 1.844
5 H -1.392 0.665 0.217  C1 1.153
6 H 0.703 3.369 -0.025  no bonds
7 H -1.446 -1.627 -0.285  N3 1.045
8 H 0.210 -1.970 0.059  N3 1.032

Properties
Molar mass: 124.0 g/mol
Net charge: +1
Orbital gap (spin up / spin down): 0.407 / 0.181 Ha
E_LUMO (spin up / spin down): -4.726 / -9.225 eV
E_HOMO (spin up / spin down): -15.788 / -14.153 eV

***

Which one sits at the bottom of the stability order? entry 2 does.

***

Entry 1
ORCA calculation (ωB97M-V/def2-TZVPD) on a single CH3NOS molecule.

Last columns: bonded neighbours and bond lengths (Å).
Element x y z (Å)
1 O -0.329 -1.386 0.991  C2 1.218
2 C -0.093 -1.296 -0.201  O1 1.218, N3 1.351, H5 1.112
3 N 0.163 -0.144 -0.858  C2 1.351, S4 1.743, H6 1.012
4 S 0.105 1.340 0.054  N3 1.743, H7 1.362
5 H -0.206 -2.144 -0.911  C2 1.112
6 H 0.301 -0.049 -1.856  N3 1.012
7 H 0.273 0.614 1.194  S4 1.362

Properties
Molar mass: 77.1 g/mol
Orbital gap: 0.352 Ha
E_LUMO: 0.575 eV
SMILES string: O=CNS
E_HOMO: -9.006 eV

***

Entry 2
ORCA calculation (ωB97M-V/def2-TZVPD) on 2 unconnected molecules or ions with the total composition CH3NOS.

Last columns: bonded neighbours and bond lengths (Å).
Element x y z (Å)
1 O 1.820 0.263 0.986  S2 1.435
2 S 0.971 1.335 0.552  O1 1.435, C3 1.826, N4 1.912
3 C -0.172 0.624 -0.682  S2 1.826, N4 1.314
4 N -0.898 0.980 0.354  S2 1.912, C3 1.314, H5 0.956
5 H -1.610 0.424 0.666  N4 0.956
6 H -0.011 -2.164 -1.060  H7 0.748
7 H -0.101 -1.463 -0.815  H6 0.748

Properties
Molar mass: 77.1 g/mol
Orbital gap: 0.334 Ha
E_LUMO: -0.159 eV
SMILES string: O=S1#CN1.[H][H]
E_HOMO: -9.242 eV

***

Which one sits at the bottom of the stability order? entry 2 does.

***

Entry 1
ORCA calculation (ωB97M-V/def2-TZVPD) on 2 unconnected molecules or ions with the total composition CH3NOS.

Last columns: bonded neighbours and bond lengths (Å).
Element x y z (Å)
1 C -0.348 0.184 -0.500  S4 1.655, H5 1.050
2 N 1.462 0.391 0.418  H6 0.975, H7 1.034
3 O -2.609 -0.617 -0.052  S4 1.426
4 S -1.351 -0.518 0.613  C1 1.655, O3 1.426
5 H -0.649 0.799 -1.296  C1 1.050
6 H 1.318 -0.314 1.076  N2 0.975
7 H 2.176 0.076 -0.260  N2 1.034

Properties
Molar mass: 77.1 g/mol
Orbital gap: 0.326 Ha
E_LUMO: -0.602 eV
E_HOMO: -9.485 eV

***

Entry 2
ORCA calculation (ωB97M-V/def2-TZVPD) on a single CH3NOS molecule.

Last columns: bonded neighbours and bond lengths (Å).
Element x y z (Å)
1 C 0.728 0.736 0.329  S4 1.793, H5 1.077, H6 1.079
2 N -1.800 -0.059 -0.393  S4 1.538
3 O -0.218 -1.724 0.745  S4 1.439
4 S -0.381 -0.594 -0.133  C1 1.793, N2 1.538, O3 1.439, H7 1.407
5 H 0.972 1.421 -0.466  C1 1.077
6 H 0.531 1.172 1.296  C1 1.079
7 H 0.168 -0.952 -1.378  S4 1.407

Properties
Molar mass: 77.1 g/mol
Orbital gap (spin up / spin down): 0.256 / 0.261 Ha
E_LUMO (spin up / spin down): -3.063 / -3.082 eV
E_HOMO (spin up / spin down): -10.018 / -10.184 eV

***

Which one sits at the bottom of the stability order? entry 2 does.

***

Entry 1
ORCA calculation (ωB97M-V/def2-TZVPD) on a single C2H5BrSi molecule.

Last columns: bonded neighbours and bond lengths (Å).
Element x y z (Å)
1 C -0.140 -1.584 -0.971  C2 1.877, H5 1.065, H6 1.008
2 C -0.629 -0.152 0.139  C1 1.877, Si3 1.862, Br4 1.834
3 Si 0.592 1.169 0.616  C2 1.862, H7 1.614, H8 1.571, H9 1.481
4 Br -2.375 -0.191 0.699  C2 1.834
5 H -1.044 -2.145 -1.026  C1 1.065
6 H 0.829 -1.681 -1.233  C1 1.008
7 H 1.424 0.892 -0.739  Si3 1.614
8 H 0.277 2.704 0.509  Si3 1.571
9 H 1.067 0.988 2.007  Si3 1.481

Properties
Molar mass: 137.1 g/mol
Orbital gap (spin up / spin down): 0.321 / 0.307 Ha
E_LUMO (spin up / spin down): -0.443 / -0.114 eV
SMILES string: C=C([SiH3])Br
E_HOMO (spin up / spin down): -9.184 / -8.466 eV

***

Entry 2
ORCA calculation (ωB97M-V/def2-TZVPD) on 2 unconnected molecules or ions with the total composition C2H5BrSi.

Last columns: bonded neighbours and bond lengths (Å).
Element x y z (Å)
1 C 0.024 -0.146 -0.488  C2 1.263, Si3 2.020, H5 1.119
2 C -0.824 0.761 -0.720  C1 1.263, H6 1.020
3 Si 0.789 -0.416 1.362  C1 2.020, H7 1.400, H8 1.533, H9 1.617
4 Br -1.456 0.668 -3.662  no bonds
5 H 0.558 -0.646 -1.336  C1 1.119
6 H -1.700 1.280 -0.649  C2 1.020
7 H 1.696 0.594 1.707  Si3 1.400
8 H 1.497 -1.760 1.573  Si3 1.533
9 H -0.584 -0.335 2.213  Si3 1.617

Properties
Molar mass: 137.1 g/mol
Orbital gap (spin up / spin down): 0.269 / 0.233 Ha
E_LUMO (spin up / spin down): -1.687 / -2.308 eV
E_HOMO (spin up / spin down): -9.014 / -8.651 eV

***

Which one sits at the bottom of the stability order? entry 1 does.

***

Entry 1
ORCA calculation (ωB97M-V/def2-TZVPD) on a gas-phase ion, C4H9N2O2 (charge +1).

Last columns: bonded neighbours and bond lengths (Å).
Element x y z (Å)
1 C -0.338 -1.814 -0.875  N2 1.433, H9 1.036, H10 1.102, H11 1.050
2 N -0.091 -0.739 0.040  C1 1.433, C3 1.287, C5 1.540
3 C 1.080 -0.694 0.572  N2 1.287, N4 1.321, H12 1.069
4 N 1.078 0.033 1.676  C3 1.321, H13 0.996, H14 1.067
5 C -1.135 0.381 0.202  N2 1.540, O6 1.172, C7 1.493
6 O -2.102 0.242 0.848  C5 1.172
7 C -0.656 1.653 -0.417  C5 1.493, O8 1.391, H15 1.112, H16 1.105
8 O 0.632 1.519 -0.924  C7 1.391, H17 0.909
9 H 0.534 -2.259 -1.213  C1 1.036
10 H -1.058 -2.577 -0.535  C1 1.102
11 H -0.821 -1.397 -1.709  C1 1.050
12 H 1.889 -1.333 0.292  C3 1.069
13 H 0.171 0.381 1.899  N4 0.996
14 H 1.929 0.088 2.316  N4 1.067
15 H -1.432 2.147 -1.042  C7 1.112
16 H -0.576 2.305 0.472  C7 1.105
17 H 0.896 2.066 -1.600  O8 0.909

Properties
Molar mass: 117.1 g/mol
Net charge: +1
Orbital gap: 0.400 Ha
E_LUMO: -3.921 eV
SMILES string: CN(C=[NH2+])C(=O)CO
E_HOMO: -14.802 eV

***

Entry 2
ORCA calculation (ωB97M-V/def2-TZVPD) on a gas-phase ion, C4H9N2O2 (charge +1).

Last columns: bonded neighbours and bond lengths (Å).
Element x y z (Å)
1 C -2.931 -0.582 -0.304  O2 1.434, H9 1.167, H10 1.010, H11 1.034
2 O -1.691 0.114 -0.498  C1 1.434, C3 1.269
3 C -0.958 0.561 0.436  O2 1.269, N4 1.797, O8 1.399, H12 1.031
4 N 0.387 -0.617 0.613  C3 1.797, C5 1.309, H13 0.971
5 C 1.386 0.004 0.039  N4 1.309, C6 1.519, N7 1.341
6 C 2.756 -0.466 -0.419  C5 1.519, H14 1.181, H15 1.037, H16 1.156
7 N 1.106 1.253 -0.362  C5 1.341, O8 1.416, H17 0.995
8 O -0.142 1.664 0.165  C3 1.399, N7 1.416
9 H -3.164 -0.745 0.828  C1 1.167
10 H -2.856 -1.414 -0.871  C1 1.010
11 H -3.590 0.193 -0.489  C1 1.034
12 H -1.304 0.788 1.381  C3 1.031
13 H 0.399 -1.284 1.318  N4 0.971
14 H 2.458 -0.806 -1.509  C6 1.181
15 H 3.044 -1.194 0.260  C6 1.037
16 H 3.447 0.448 -0.268  C6 1.156
17 H 1.653 2.084 -0.320  N7 0.995

Properties
Molar mass: 117.1 g/mol
Net charge: +1
Orbital gap: 0.414 Ha
E_LUMO: -3.340 eV
SMILES string: CO[C@H]1[NH+]=C(C)NO1
E_HOMO: -14.617 eV

***

Entry 3
ORCA calculation (ωB97M-V/def2-TZVPD) on a gas-phase ion, C4H9N2O2 (charge +1).

Last columns: bonded neighbours and bond lengths (Å).
Element x y z (Å)
1 C -0.009 1.235 -1.174  N6 1.279, O7 1.235
2 C -1.713 -0.934 0.182  C3 1.656, N5 1.384, H9 1.078, H10 1.112
3 C -0.405 -0.119 0.790  C2 1.656, N6 1.540, H11 1.129, H12 1.057
4 C 1.785 -0.237 -0.594  N6 1.470, H13 1.131, H14 1.157, H15 1.095
5 N -2.635 0.025 -0.197  C2 1.384, O8 1.303
6 N 0.508 0.437 -0.319  C1 1.279, C3 1.540, C4 1.470
7 O 0.528 2.001 -1.979  C1 1.235, H16 1.019
8 O -3.039 0.864 0.714  N5 1.303, H17 0.905
9 H -1.497 -1.566 -0.664  C2 1.078
10 H -2.032 -1.528 1.066  C2 1.112
11 H -0.812 0.818 1.270  C3 1.129
12 H 0.219 -0.771 1.340  C3 1.057
13 H 2.392 -0.533 0.314  C4 1.131
14 H 2.390 0.590 -1.133  C4 1.157
15 H 1.738 -1.185 -1.139  C4 1.095
16 H 1.535 1.870 -2.072  O7 1.019
17 H -3.581 1.468 0.313  O8 0.905

Properties
Molar mass: 117.1 g/mol
Net charge: +1
Orbital gap (spin up / spin down): 0.367 / 0.223 Ha
E_LUMO (spin up / spin down): -4.223 / -6.458 eV
E_HOMO (spin up / spin down): -14.212 / -12.537 eV

***

Which one sits at the bottom of the stability order? entry 3 does.